{
  "formula": "C19H19ClN4O10Pb",
  "method": "wB97M-V/def2-TZVPD",
  "species": ["Pb", "O", "C", "C", "C", "N", "C", "C", "C", "O", "O", "C", "O", "O", "H", "H", "H", "Cl", "C", "N", "C", "C", "O", "N", "C", "C", "H", "H", "H", "H", "H", "H", "H", "H", "H", "H", "H", "H", "O", "C", "O", "C", "C", "C", "C", "C", "C", "N", "O", "O", "H", "H", "H", "H"],
  "xyz": [[0.82132, 0.27407, 1.64128], [7.19057, 1.74077, 1.30121], [5.88200, 1.34943, 1.38379], [5.27987, 1.10608, 2.61017], [3.94446, 0.74195, 2.63699], [3.23555, 0.63725, 1.52165], [3.80135, 0.85029, 0.33919], [5.13433, 1.20665, 0.22321], [2.90217, 0.68947, -0.90257], [3.46674, 0.67092, -1.99604], [1.66808, 0.59225, -0.66638], [3.24220, 0.46179, 3.98465], [3.97018, 0.50204, 4.98374], [2.01294, 0.21987, 3.92515], [7.53059, 1.82113, 2.19936], [5.80343, 1.20966, 3.55265], [5.56540, 1.38332, -0.74985], [0.25171, 2.85014, 1.96861], [-3.53699, 3.22145, 0.14040], [-2.70904, 2.07609, -0.15236], [-1.49619, 2.38419, -0.89052], [-2.81356, 0.89680, 0.49203], [-1.98569, 0.00461, 0.44853], [-4.04576, 0.73428, 1.22368], [-3.87709, -0.15783, 2.35996], [-5.12483, 0.30848, 0.34971], [-2.90590, 4.02943, 0.51969], [-4.27948, 2.96531, 0.88983], [-4.03689, 3.57021, -0.77067], [-1.76100, 2.83987, -1.84510], [-0.93887, 1.47413, -1.07471], [-0.86188, 3.05344, -0.31023], [-3.06332, 0.21646, 2.97837], [-3.63843, -1.18709, 2.06499], [-4.80236, -0.15589, 2.94184], [-5.16059, 0.96236, -0.52009], [-6.07479, 0.37736, 0.88528], [-4.99585, -0.72630, 0.00116], [0.74870, -4.40062, 0.63396], [0.65239, -3.23193, 0.23256], [0.86472, -2.19035, 0.89341], [0.21038, -3.12108, -1.26017], [0.10624, -4.32815, -1.94262], [-0.33151, -4.38922, -3.25717], [-0.69353, -3.22780, -3.90441], [-0.58093, -2.01391, -3.22946], [-0.11691, -1.93920, -1.91669], [-1.00409, -0.83404, -3.94456], [-0.73349, 0.26093, -3.50689], [-1.64501, -0.99521, -4.98345], [0.37586, -5.22195, -1.39570], [-0.39328, -5.33919, -3.77290], [-1.05051, -3.23113, -4.92345], [-0.00343, -0.99160, -1.41104]],
  "max_force_ev_per_a": 1.08,
  "charge": -2,
  "orbital_gap_ev": 7.183,
  "total_energy_ha": -2360.07097,
  "lumo_energy_ev": 4.3605,
  "e_above_lowest_kcal_mol": 0.0,
  "homo_energy_ev": -2.82
}